1) C4H6O3S as an isolated structure. Source: the Open Molecules 2025 dataset; level of theory: the ωB97M-V functional and the def2-TZVPD basis.

ORCA input file:
```
! RIJCOSX wB97M-V def2-TZVPD def2/J DEFGRID3
* xyz 0 1
C 0.26 1.80 0.00
C 0.33 0.65 1.04
C 0.89 -1.02 0.09
C -0.53 -0.57 0.86
H 1.57 0.89 -1.22
H 1.19 2.53 -0.08
H -0.72 2.46 -0.16
H 0.41 0.94 2.09
H -0.62 -0.89 1.89
H -1.30 0.29 -1.15
O 0.60 1.08 -1.25
O 1.62 0.00 0.66
O 1.28 -1.90 -0.73
S -2.14 -0.31 -0.17
*
```

Kohn-Sham gap   10.1 eV

From a Mulliken analysis of the wavefunction, the atomic charges in e read:
1 C -0.743
2 C 0.359
3 C 0.608
4 C -0.258
5 H 0.342
6 H 0.291
7 H 0.254
8 H 0.402
9 H 0.399
10 H 0.219
11 O -0.599
12 O -0.434
13 O -0.585
14 S -0.253



2) A 2-piece molecular cluster, C4H6O3S overall. Source: the Open Molecules 2025 dataset; level of theory: the ωB97M-V functional and the def2-TZVPD basis.

ORCA input file:
```
! RIJCOSX wB97M-V def2-TZVPD def2/J DEFGRID3
* xyz 0 1
C 4.24 -0.38 0.59
C 3.32 0.05 -0.02
C -2.91 -0.61 -0.59
C 2.11 0.63 -0.63
O -2.75 1.55 0.88
O -0.93 -0.17 0.90
O 1.48 1.53 -0.10
S -1.96 0.79 -0.06
H 4.88 -0.95 1.15
H -2.17 -1.44 -1.05
H -3.31 -0.89 0.35
H -3.62 -0.42 -1.32
H 1.93 0.15 -1.67
H -0.32 0.16 1.57
*
```

Kohn-Sham gap   9.0 eV

From a Mulliken analysis of the wavefunction, the atomic charges in e read:
1 C 0.290
2 C -0.488
3 C -0.857
4 C -0.064
5 O -0.572
6 O -0.472
7 O -0.426
8 S 0.661
9 H 0.467
10 H 0.260
11 H 0.309
12 H 0.370
13 H 0.221
14 H 0.301



Stability ranking, top and bottom: 1) is the most stable and 2) is the least stable.



1) The molecule CH5NO2Si. Source: the Open Molecules 2025 dataset; level of theory: the ωB97M-V functional and the def2-TZVPD basis.

ORCA input file:
```
! RIJCOSX wB97M-V def2-TZVPD def2/J DEFGRID3
* xyz 0 1
C 1.96 -0.60 0.05
N 0.92 0.15 -0.11
O 0.86 1.40 -0.15
O -0.32 -0.51 -0.27
Si -1.82 0.29 -0.04
H 1.87 -1.58 0.20
H 3.00 -0.30 0.22
H -2.46 -0.87 0.32
H -1.82 1.14 1.07
H -2.18 0.89 -1.28
*
```

Kohn-Sham gap   10.2 eV
Structure (SMILES)   C=[N+]([O-])O[SiH3]

From a Mulliken analysis of the wavefunction, the atomic charges in e read:
1 C -0.454
2 N 0.631
3 O -0.675
4 O -0.254
5 Si 0.518
6 H 0.298
7 H 0.289
8 H -0.140
9 H -0.117
10 H -0.096



2) The molecule CH5NO2Si. Source: the Open Molecules 2025 dataset; level of theory: the ωB97M-V functional and the def2-TZVPD basis.

ORCA input file:
```
! RIJCOSX wB97M-V def2-TZVPD def2/J DEFGRID3
* xyz 0 1
C -2.03 -0.48 0.49
N -0.77 0.02 -0.30
O -0.73 -0.14 -1.51
O 0.29 0.50 0.41
Si 1.87 0.18 0.01
H -2.39 -0.15 1.42
H -2.78 -0.53 -0.31
H 1.59 -0.44 -1.27
H 2.51 1.51 -0.10
H 2.44 -0.46 1.16
*
```

Kohn-Sham gap (spin up / spin down)   9.2 / 8.5 eV
Structure (SMILES)   C=[N+]([O-])O[SiH3]

From a Mulliken analysis of the wavefunction, the atomic charges in e read:
1 C -0.557
2 N 0.657
3 O -0.556
4 O -0.214
5 Si 0.413
6 H 0.290
7 H 0.225
8 H -0.079
9 H -0.090
10 H -0.088



Stability ranking, top and bottom: 1) is the most stable and 2) is the least stable.



1) A 2-piece molecular cluster, C3H8O4 overall. Source: the Open Molecules 2025 dataset; level of theory: the ωB97M-V functional and the def2-TZVPD basis.

ORCA input file:
```
! RIJCOSX wB97M-V def2-TZVPD def2/J DEFGRID3
* xyz 0 1
C 2.09 1.24 0.21
C -1.70 -0.48 -1.00
C 0.32 -0.32 0.08
O -1.95 -1.76 -0.70
O -2.52 0.45 -0.54
O -0.05 -0.66 1.44
O 0.70 1.00 0.02
H 2.77 0.77 -0.54
H 2.33 0.67 1.20
H 2.26 2.25 0.32
H -1.29 -0.30 -1.92
H 1.22 -1.02 -0.30
H -1.18 -2.31 -0.37
H -2.65 0.32 0.33
H -0.34 0.15 1.78
*
```

Kohn-Sham gap   8.3 eV

From a Mulliken analysis of the wavefunction, the atomic charges in e read:
1 C -0.700
2 C 0.120
3 C -0.241
4 O -0.525
5 O -0.395
6 O -0.426
7 O -0.311
8 H 0.250
9 H 0.308
10 H 0.277
11 H 0.478
12 H 0.167
13 H 0.392
14 H 0.315
15 H 0.291



2) A 2-piece molecular cluster, C3H8O4 overall. Source: the Open Molecules 2025 dataset; level of theory: the ωB97M-V functional and the def2-TZVPD basis.

ORCA input file:
```
! RIJCOSX wB97M-V def2-TZVPD def2/J DEFGRID3
* xyz 0 1
C -1.24 -0.19 -0.72
O -0.52 -0.01 0.51
C 0.80 -0.04 0.33
O 1.06 -1.31 -0.03
C 0.36 -1.71 -1.25
O -0.96 -1.52 -1.11
H -0.86 0.48 -1.52
H -2.32 0.02 -0.58
H 1.31 0.21 1.28
H 1.03 0.76 -0.40
H 0.57 -2.77 -1.50
H 0.79 -1.09 -2.05
O -0.22 2.71 2.45
H 0.61 2.37 2.85
H -0.43 2.08 1.73
*
```

Kohn-Sham gap   11.5 eV
Structure (SMILES)   C1OCOCO1.O

From a Mulliken analysis of the wavefunction, the atomic charges in e read:
1 C -0.219
2 O -0.426
3 C -0.087
4 O -0.454
5 C -0.174
6 O -0.381
7 H 0.352
8 H 0.245
9 H 0.161
10 H 0.384
11 H 0.236
12 H 0.345
13 O -0.658
14 H 0.313
15 H 0.361



Stability ranking, top and bottom: 2) is the most stable and 1) is the least stable.